Record 1
Here is a molecular structure, C31H36N2O2P2S2Ta from the Open Molecules 2025 dataset. Energies are from wB97M-V/def2-TZVPD.

Each line ends with the Löwdin charge.
Positions of all 76 atoms, in Å:
Ta (0.453, 0.770, -0.634)  1.20
S (-0.334, 2.783, 0.438)  0.72
S (2.246, 1.643, -2.195)  0.62
P (1.468, -1.770, -0.964)  0.86
P (2.818, 0.511, 0.653)  0.80
O (-0.107, -0.918, 3.071)  0.13
O (0.086, 0.050, 1.094)  -0.38
N (-0.216, 2.198, -2.268)  -0.22
N (-3.442, -1.139, 0.975)  -0.24
C (-1.392, 2.707, -2.646)  -0.12
C (-3.457, -0.841, -2.200)  -0.03
C (2.879, 1.655, 2.063)  -0.21
C (2.314, -2.195, 0.594)  -0.36
C (-2.533, -2.266, 1.033)  -0.09
C (0.332, -3.154, -1.250)  -0.22
C (-0.326, 3.809, -4.469)  -0.03
C (2.360, -3.494, 1.090)  -0.06
C (-3.120, -1.172, -3.499)  -0.06
C (-2.993, -0.045, 0.122)  -0.17
C (-0.846, -0.632, -3.004)  -0.19
C (3.570, -2.738, 3.026)  -0.05
C (-1.158, -0.309, -1.670)  -0.29
C (0.889, 3.271, -4.080)  -0.05
C (-1.162, 2.651, 4.931)  -0.05
C (-2.500, -0.415, -1.270)  -0.22
C (3.535, -1.441, 2.540)  -0.06
C (2.982, -3.762, 2.301)  -0.05
C (0.900, 2.464, -2.954)  -0.72
C (-0.913, 3.793, 2.831)  -0.12
C (-1.484, 3.528, -3.748)  -0.03
C (-0.591, 2.598, 2.185)  -0.53
C (-0.191, 0.079, 2.409)  -0.54
C (2.906, -1.164, 1.332)  -0.38
C (2.703, -2.020, -2.281)  -0.23
C (-1.796, -1.062, -3.910)  -0.08
C (-1.193, 3.822, 4.185)  -0.06
C (-0.842, 1.463, 4.306)  0.00
C (-4.807, -1.581, 0.754)  -0.10
C (4.448, 0.781, -0.110)  -0.26
C (-0.552, 1.418, 2.941)  -0.17
H (-0.376, -3.230, -0.426)  0.04
H (-2.440, 3.937, -4.040)  0.12
H (1.804, 3.468, -4.620)  0.12
H (3.478, -1.257, -2.251)  0.02
H (-0.227, -2.968, -2.166)  0.05
H (3.831, 1.564, 2.587)  0.06
H (-1.513, -1.299, -4.928)  0.11
H (4.048, -2.947, 3.974)  0.12
H (-1.439, 4.764, 4.657)  0.11
H (0.179, -0.528, -3.359)  0.08
H (3.155, -3.008, -2.187)  0.06
H (-2.250, 2.432, -2.046)  0.12
H (0.885, -4.087, -1.356)  0.05
H (1.899, -4.308, 0.548)  0.10
H (2.198, -1.948, -3.246)  0.05
H (-0.375, 4.450, -5.340)  0.12
H (2.782, 2.671, 1.680)  0.06
H (-4.931, -2.190, -0.155)  0.08
H (2.066, 1.466, 2.761)  0.05
H (4.591, 0.143, -0.980)  0.03
H (4.542, 1.822, -0.417)  0.04
H (-1.386, 2.667, 5.988)  0.11
H (-2.216, 0.508, 0.649)  0.07
H (-3.884, -1.498, -4.193)  0.11
H (-5.474, -0.720, 0.694)  0.09
H (2.999, -4.775, 2.681)  0.12
H (-3.834, 0.645, 0.018)  0.13
H (3.987, -0.645, 3.118)  0.11
H (-0.946, 4.707, 2.251)  0.10
H (-5.123, -2.193, 1.600)  0.09
H (-2.819, -2.916, 1.861)  0.10
H (-4.494, -0.891, -1.894)  0.11
H (-2.549, -2.867, 0.108)  0.08
H (-0.808, 0.533, 4.857)  0.13
H (5.219, 0.547, 0.626)  0.06
H (-1.515, -1.925, 1.218)  0.06

Calculated values
- DFT total energy (a.u.) = -2998.92925
- relative energy (zero: lowest compared OMol25 entry of this formula, charge and spin) (eV) = 0.0000
- net charge = +1

=====

Record 2
Here is a molecular structure, C31H36N2O5Si2V from the Open Molecules 2025 dataset. Energies are from wB97M-V/def2-TZVPD.

Each line ends with the Mulliken spin population.
Positions of all 77 atoms, in Å:
V (0.711, 1.425, 0.963)  2.08
Si (-0.645, 0.480, -1.783)  -0.01
Si (1.460, -3.633, 1.367)  0.00
O (6.260, 3.254, 2.742)  0.00
O (0.795, 1.021, 3.030)  -0.01
O (2.283, 0.218, 4.527)  0.00
O (2.493, 4.741, -0.625)  0.00
O (0.915, 3.384, 0.242)  -0.02
N (2.574, 2.060, 1.587)  -0.02
N (-1.470, 1.214, 0.791)  -0.07
C (-1.698, -4.064, -2.346)  0.00
C (-1.043, -1.361, -1.933)  0.00
C (3.133, 3.085, 0.968)  0.02
C (-2.367, -1.805, -1.880)  0.00
C (-1.907, 1.322, -0.623)  0.03
C (3.060, 1.533, 2.699)  0.03
C (2.122, 3.814, 0.073)  0.01
C (-1.635, 2.461, -5.942)  0.00
C (-1.948, -0.027, 1.433)  0.05
C (4.320, 1.889, 3.134)  -0.01
C (-0.238, -4.443, 1.362)  0.00
C (1.267, -1.866, 1.021)  0.04
C (1.006, 0.966, -1.174)  -0.06
C (-0.375, -3.646, -2.407)  0.00
C (-0.055, -2.313, -2.193)  0.00
C (-1.078, 1.231, -3.474)  0.00
C (2.262, -3.878, 3.047)  0.00
C (-1.775, 2.412, 1.616)  0.02
C (-2.901, 2.188, 2.623)  0.00
C (-0.836, 2.595, -3.678)  0.00
C (-3.468, -0.043, 1.631)  0.00
C (5.007, 2.854, 2.395)  0.02
C (-1.112, 3.206, -4.892)  0.00
C (1.106, -0.653, 0.963)  -0.13
C (-4.003, 1.358, 1.972)  0.00
C (-2.697, -3.140, -2.076)  0.00
C (4.397, 3.510, 1.326)  -0.01
C (-1.600, 0.503, -4.544)  0.00
C (-1.875, 1.107, -5.767)  0.00
C (1.975, 0.805, 3.505)  0.01
C (2.559, -4.464, 0.084)  0.00
H (-0.780, -4.180, 0.451)  0.00
H (-1.869, 2.378, -0.905)  0.00
H (-1.947, -5.107, -2.503)  0.00
H (-2.512, 1.670, 3.504)  0.00
H (-0.869, 2.730, 2.152)  -0.01
H (-4.879, 1.289, 2.619)  0.00
H (6.551, 2.741, 3.505)  0.00
H (-0.911, 4.263, -5.021)  0.00
H (-2.951, 1.012, -0.749)  0.00
H (-4.327, 1.867, 1.059)  0.00
H (1.769, 0.206, -1.341)  0.00
H (1.299, 1.886, -1.692)  0.02
H (-1.792, -0.558, -4.425)  0.00
H (2.225, -4.239, -0.931)  0.00
H (0.983, -2.002, -2.215)  0.00
H (-2.012, 3.227, 0.934)  -0.01
H (2.455, -4.935, 3.254)  0.00
H (3.587, -4.104, 0.182)  0.00
H (-3.273, 3.156, 2.962)  0.00
H (-3.971, -0.436, 0.744)  0.00
H (0.409, -4.367, -2.606)  0.00
H (2.567, -5.551, 0.209)  0.00
H (4.867, 4.348, 0.832)  0.00
H (4.716, 1.467, 4.050)  0.00
H (-2.275, 0.516, -6.582)  0.00
H (-3.691, -0.741, 2.442)  0.00
H (-0.406, 3.192, -2.877)  0.00
H (3.210, -3.339, 3.090)  0.00
H (-3.165, -1.094, -1.686)  0.00
H (-3.732, -3.455, -2.024)  0.00
H (-0.180, -5.533, 1.428)  0.00
H (-0.818, -4.081, 2.215)  0.00
H (1.627, -3.478, 3.840)  0.00
H (-1.611, -0.869, 0.830)  0.00
H (-1.846, 2.935, -6.894)  0.00
H (-1.426, -0.115, 2.387)  0.00

Calculated values
- DFT total energy (a.u.) = -3211.77792
- multiplicity = 3
- relative energy (zero: lowest compared OMol25 entry of this formula, charge and spin) (eV) = 0.4288
- net charge = -1

=====

Record 3
Here is 2 unconnected molecules or ions with the total composition C31H36N3 from the Open Molecules 2025 dataset. Energies are from wB97M-V/def2-TZVPD.

Each line ends with the Löwdin charge.
Positions of all 70 atoms, in Å:
N (1.182, 0.620, 3.265)  -0.14
N (3.043, 4.457, -1.930)  -0.12
N (-2.505, -3.819, -3.768)  -0.12
C (0.661, 1.679, -2.387)  -0.01
C (3.521, 0.444, 3.669)  -0.15
C (-4.249, -2.627, 2.878)  -0.09
C (-4.107, -1.245, 3.033)  -0.09
C (2.292, -0.313, 3.127)  -0.14
C (-3.506, -4.437, -2.919)  -0.12
C (3.016, 1.772, 4.255)  -0.15
C (3.598, 4.942, -3.162)  -0.02
C (-2.361, -4.224, -5.141)  -0.02
C (-0.226, 0.156, -0.573)  0.07
C (1.880, 3.223, -0.412)  -0.14
C (-0.724, -2.079, -3.589)  0.02
C (1.078, 2.180, -0.025)  0.06
C (-2.878, -0.632, 2.819)  -0.04
C (3.403, 5.062, -0.662)  -0.12
C (-0.474, -0.775, 2.176)  -0.12
C (-0.078, 0.336, 2.906)  -0.11
C (-2.292, -2.690, -1.804)  -0.14
C (-1.905, -2.801, 2.289)  -0.06
C (0.501, 1.297, -1.005)  -0.18
C (-1.755, -1.403, 2.426)  -0.27
C (-1.805, -2.849, -3.128)  -0.15
C (-3.381, -3.684, -1.578)  -0.08
C (-0.685, -0.898, -1.418)  -0.18
C (-3.137, -3.406, 2.517)  -0.09
C (2.162, 3.439, -1.789)  -0.16
C (1.540, 2.667, -2.781)  0.01
C (2.614, 4.247, 0.384)  -0.09
C (-0.123, -1.197, -2.712)  -0.01
C (-1.776, -1.715, -0.988)  0.06
C (1.490, 1.795, 4.074)  -0.15
H (0.066, 1.159, -3.143)  0.11
H (-3.282, -4.018, -5.706)  0.10
H (1.744, 2.867, -3.833)  0.11
H (0.884, 1.999, 1.037)  0.11
H (-0.829, 1.051, 3.270)  0.13
H (-3.141, -4.381, -0.761)  0.12
H (1.935, 4.909, 0.939)  0.13
H (3.254, 1.856, 5.319)  0.11
H (3.499, 4.189, -3.950)  0.09
H (0.255, -1.314, 1.554)  0.11
H (-4.506, -4.339, -3.362)  0.13
H (-5.210, -3.105, 3.070)  0.10
H (4.662, 5.172, -3.013)  0.10
H (-1.531, -3.688, -5.609)  0.08
H (4.489, 5.003, -0.504)  0.13
H (-2.171, -5.304, -5.199)  0.10
H (-0.377, -2.197, -4.615)  0.11
H (1.135, 2.716, 3.581)  0.11
H (-3.301, -5.510, -2.808)  0.13
H (2.097, -1.226, 3.720)  0.13
H (4.017, -0.161, 4.432)  0.11
H (3.459, 2.628, 3.734)  0.10
H (3.293, 3.804, 1.125)  0.12
H (2.431, -0.629, 2.082)  0.12
H (0.802, -0.700, -3.012)  0.11
H (3.128, 6.128, -0.650)  0.13
H (-3.224, -4.488, 2.438)  0.10
H (-2.205, -1.566, 0.005)  0.12
H (3.101, 5.865, -3.497)  0.10
H (0.963, 1.727, 5.044)  0.13
H (-2.767, 0.448, 2.926)  0.10
H (-0.592, 0.203, 0.451)  0.08
H (4.230, 0.621, 2.856)  0.11
H (-1.029, -3.391, 2.000)  0.12
H (-4.958, -0.637, 3.344)  0.11
H (-4.336, -3.214, -1.308)  0.13

Calculated values
- DFT total energy (a.u.) = -1366.88222
- relative energy (zero: lowest compared OMol25 entry of this formula, charge and spin) (eV) = 2.0556
- net charge = +1